(1)
C20H33N3O3S | ωB97M-V/def2-TZVPD

Computed properties:
lowest unoccupied orbital energy	0.022	hartree
relative energy (zero: lowest compared OMol25 entry of this formula, charge and spin)	12.0	kcal per mole
multiplicity	1

Geometry as XYZ:
```
60
C20H33N3O3S | the Open Molecules 2025 dataset | ωB97M-V/def2-TZVPD
C 4.27 1.14 -1.86
C 3.36 -0.09 -1.76
N 2.78 -0.49 -3.02
C 3.62 -1.09 -4.03
C 3.91 -2.56 -3.74
S 1.44 0.38 -3.48
O 1.60 1.79 -3.23
O 1.10 -0.02 -4.82
C 0.22 -0.24 -2.35
C -0.18 -1.56 -2.41
C -1.12 -2.04 -1.53
C -1.71 -1.22 -0.55
N -2.72 -1.69 0.22
C -3.11 -3.08 0.22
C -4.25 -3.14 1.24
C -4.91 -1.78 1.05
C -3.70 -0.86 0.89
C -1.20 0.10 -0.44
N -1.55 0.95 0.64
C -1.21 0.64 1.93
O -0.84 -0.46 2.27
C -1.38 1.80 2.89
C -0.03 2.48 3.22
C 0.70 2.86 1.93
C -0.31 3.75 4.03
C 0.83 1.53 4.05
C -0.27 0.57 -1.35
H 3.72 1.96 -2.30
H 4.61 1.42 -0.86
H 5.15 0.93 -2.47
H 2.52 0.13 -1.10
H 3.91 -0.94 -1.35
H 3.06 -1.00 -4.97
H 4.56 -0.53 -4.14
H 4.49 -2.67 -2.83
H 2.97 -3.10 -3.61
H 4.46 -2.99 -4.57
H 0.25 -2.20 -3.18
H -1.43 -3.07 -1.61
H -3.48 -3.38 -0.77
H -2.27 -3.72 0.50
H -4.93 -3.97 1.06
H -3.85 -3.22 2.25
H -5.55 -1.49 1.88
H -5.51 -1.78 0.14
H -3.93 0.03 0.30
H -3.35 -0.55 1.88
H -1.60 1.93 0.41
H -2.07 2.54 2.48
H -1.81 1.42 3.82
H 1.62 3.40 2.17
H 0.97 1.97 1.37
H 0.09 3.51 1.31
H -0.89 4.47 3.45
H 0.62 4.23 4.32
H -0.87 3.52 4.93
H 1.82 1.96 4.21
H 0.37 1.34 5.02
H 0.94 0.58 3.54
H 0.09 1.59 -1.29
```

So, what does the Mulliken scheme give us? The charges, in e, come out as:
1. C -1.22
2. C -0.41
3. N 0.32
4. C -0.50
5. C -1.18
6. S 1.49
7. O -0.72
8. O -0.78
9. C -0.73
10. C -1.11
11. C -0.99
12. C 0.65
13. N 0.33
14. C -0.86
15. C -0.83
16. C -0.75
17. C -0.37
18. C 0.15
19. N 0.24
20. C 0.49
21. O -0.64
22. C -1.62
23. C 2.26
24. C -1.70
25. C -1.98
26. C -1.77
27. C 0.14
28. H 0.29
29. H 0.43
30. H 0.33
31. H 0.10
32. H 0.39
33. H 0.40
34. H 0.28
35. H 0.31
36. H 0.25
37. H 0.41
38. H 0.45
39. H 0.40
40. H 0.40
41. H 0.43
42. H 0.40
43. H 0.31
44. H 0.38
45. H 0.32
46. H 0.35
47. H 0.05
48. H 0.40
49. H 0.34
50. H 0.50
51. H 0.54
52. H 0.31
53. H 0.29
54. H 0.44
55. H 0.42
56. H 0.42
57. H 0.43
58. H 0.39
59. H 0.36
60. H 0.54



(2)
C20H33N3O4S2 | ωB97M-V/def2-TZVPD

Computed properties:
lowest unoccupied orbital energy	0.002	hartree
relative energy (zero: lowest compared OMol25 entry of this formula, charge and spin)	9.1	kcal per mole
multiplicity	1

Geometry as XYZ:
```
62
C20H33N3O4S2 | the Open Molecules 2025 dataset | ωB97M-V/def2-TZVPD
C 7.51 2.98 -2.41
C 6.10 3.45 -2.05
N 5.04 2.54 -2.45
C 4.46 2.63 -3.77
C 5.35 2.16 -4.93
S 5.05 1.03 -1.77
O 5.69 1.13 -0.49
O 5.51 0.01 -2.68
C 3.29 0.78 -1.51
C 2.62 -0.20 -2.21
C 1.26 -0.37 -2.00
C 0.61 0.44 -1.09
S -1.15 0.19 -0.83
O -1.60 1.16 0.13
O -1.79 0.17 -2.11
N -1.12 -1.37 -0.25
C -0.69 -1.47 1.13
C -1.81 -1.15 2.12
C -3.03 -2.03 1.84
N -4.07 -1.82 2.83
C -4.79 -0.56 2.74
C -5.53 -0.31 4.05
C -6.51 -1.44 4.31
C -5.76 -2.77 4.29
C -5.00 -2.92 2.97
C -3.46 -1.83 0.37
C -2.29 -2.17 -0.55
C 1.29 1.42 -0.38
C 2.65 1.59 -0.60
H 7.66 2.94 -3.48
H 8.24 3.67 -1.98
H 7.67 1.99 -1.99
H 5.89 4.43 -2.50
H 6.02 3.54 -0.96
H 3.56 2.00 -3.74
H 4.14 3.66 -3.93
H 6.16 2.87 -5.10
H 5.76 1.19 -4.69
H 4.76 2.09 -5.83
H 3.17 -0.81 -2.91
H 0.69 -1.12 -2.52
H 0.15 -0.78 1.26
H -0.33 -2.49 1.29
H -2.07 -0.09 2.00
H -1.47 -1.31 3.14
H -2.71 -3.08 1.95
H -4.08 0.25 2.56
H -5.52 -0.57 1.91
H -4.80 -0.27 4.86
H -6.05 0.65 4.00
H -7.01 -1.30 5.27
H -7.28 -1.44 3.53
H -5.05 -2.79 5.11
H -6.46 -3.61 4.41
H -4.44 -3.86 2.98
H -5.73 -2.96 2.14
H -3.74 -0.79 0.21
H -4.31 -2.47 0.13
H -2.55 -1.96 -1.59
H -2.01 -3.22 -0.45
H 0.73 2.03 0.32
H 3.22 2.34 -0.07
```

So, what does the Mulliken scheme give us? The charges, in e, come out as:
1. C -0.98
2. C -0.57
3. N 0.19
4. C -0.46
5. C -1.18
6. S 1.38
7. O -0.71
8. O -0.71
9. C -0.45
10. C -0.43
11. C -0.45
12. C -0.25
13. S 1.53
14. O -0.70
15. O -0.78
16. N 0.17
17. C -1.07
18. C -0.58
19. C -0.49
20. N 0.38
21. C -0.51
22. C -0.92
23. C -0.71
24. C -0.78
25. C -0.60
26. C -0.25
27. C -1.36
28. C -0.49
29. C -0.44
30. H 0.23
31. H 0.40
32. H 0.33
33. H 0.41
34. H 0.30
35. H 0.22
36. H 0.42
37. H 0.29
38. H 0.31
39. H 0.42
40. H 0.53
41. H 0.45
42. H 0.43
43. H 0.45
44. H 0.26
45. H 0.39
46. H 0.29
47. H 0.38
48. H 0.31
49. H 0.33
50. H 0.38
51. H 0.33
52. H 0.31
53. H 0.32
54. H 0.39
55. H 0.41
56. H 0.29
57. H 0.25
58. H 0.43
59. H 0.53
60. H 0.42
61. H 0.54
62. H 0.44



(3)
C20H34BFeN14O3P2S | ωB97M-V/def2-TZVPD

Computed properties:
lowest unoccupied orbital energy (alpha / beta)	0.005 / -0.048	hartree
⟨S²⟩	8.76
relative energy (zero: lowest compared OMol25 entry of this formula, charge and spin)	17.8	kcal per mole
multiplicity	6

Geometry as XYZ:
```
76
C20H34BFeN14O3P2S | the Open Molecules 2025 dataset | ωB97M-V/def2-TZVPD
Fe -1.80 0.00 -0.28
C -2.14 -2.95 3.11
C -1.58 -2.50 1.91
N -2.14 -1.36 1.54
N -3.06 -1.05 2.47
C -3.08 -1.99 3.43
B -3.83 0.28 2.34
N -2.78 1.42 2.23
C -2.55 2.41 3.10
C -1.50 3.17 2.63
C -1.14 2.56 1.43
N -1.92 1.51 1.20
N -4.63 0.21 1.03
C -5.96 0.15 0.83
C -6.19 0.01 -0.53
C -4.91 0.00 -1.09
N -3.99 0.12 -0.14
H -1.90 -3.85 3.66
H -0.80 -2.95 1.31
H -3.76 -1.90 4.26
H -4.53 0.48 3.29
H -3.16 2.51 3.99
H -1.07 4.06 3.07
H -0.39 2.84 0.70
H -6.64 0.21 1.66
H -7.13 -0.05 -1.03
H -4.61 -0.07 -2.13
C 2.12 1.05 2.40
N 2.21 -0.34 1.93
C 3.14 -1.17 2.67
P 1.61 -0.63 0.43
O 0.16 -0.29 0.41
O 2.53 0.29 -0.51
P 2.26 0.87 -2.03
O 1.01 0.34 -2.57
N 2.40 2.50 -1.82
C 1.32 3.37 -2.27
C 3.19 3.05 -0.72
N 3.60 0.43 -2.88
C 4.86 1.16 -2.86
C 3.68 -0.93 -3.38
N 1.93 -2.19 0.07
C 0.95 -3.00 -0.67
C 3.32 -2.60 -0.14
H 1.84 1.05 3.45
H 1.35 1.58 1.85
H 3.07 1.57 2.29
H 2.96 -1.03 3.73
H 4.19 -0.91 2.46
H 2.98 -2.22 2.44
H 0.82 2.93 -3.12
H 1.74 4.34 -2.56
H 0.57 3.54 -1.50
H 3.94 2.34 -0.38
H 2.55 3.30 0.14
H 3.69 3.96 -1.05
H 4.68 2.22 -2.74
H 5.36 1.00 -3.81
H 5.53 0.81 -2.06
H 2.69 -1.38 -3.40
H 4.36 -1.55 -2.78
H 4.07 -0.92 -4.40
H -0.01 -2.50 -0.68
H 0.85 -3.98 -0.21
H 1.28 -3.12 -1.70
H 4.02 -1.85 0.23
H 3.51 -2.75 -1.20
H 3.51 -3.54 0.38
S -2.07 1.55 -2.11
C -2.88 2.82 -1.35
N -3.42 3.71 -0.85
N -4.03 -5.12 -3.06
C -3.40 -4.15 -3.09
N -2.66 -3.05 -3.23
C -2.30 -2.30 -2.28
N -1.89 -1.56 -1.47
```

So, what does the Mulliken scheme give us? The charges, in e, come out as:
1. Fe -0.43
2. C -1.32
3. C -0.33
4. N 0.44
5. N 0.18
6. C -0.08
7. B -0.35
8. N -0.11
9. C -0.14
10. C -1.34
11. C -0.86
12. N 1.42
13. N 0.11
14. C -0.10
15. C -1.23
16. C -0.36
17. N 0.56
18. H 0.42
19. H 0.46
20. H 0.45
21. H -0.12
22. H 0.45
23. H 0.47
24. H 0.68
25. H 0.45
26. H 0.39
27. H 0.53
28. C -0.67
29. N 0.57
30. C -1.01
31. P -2.46
32. O 1.48
33. O 0.49
34. P 0.41
35. O -0.87
36. N 0.28
37. C -0.87
38. C -0.99
39. N 0.19
40. C -0.96
41. C -1.04
42. N 0.59
43. C -0.37
44. C -1.21
45. H 0.40
46. H -0.13
47. H 0.30
48. H 0.37
49. H 0.29
50. H 0.29
51. H 0.36
52. H 0.35
53. H 0.13
54. H 0.32
55. H 0.28
56. H 0.38
57. H 0.29
58. H 0.36
59. H 0.24
60. H 0.25
61. H 0.33
62. H 0.39
63. H -0.40
64. H 0.34
65. H 0.33
66. H 0.38
67. H 0.29
68. H 0.35
69. S -0.35
70. C 0.64
71. N -0.66
72. N -0.51
73. C 0.39
74. N -0.73
75. C 0.85
76. N 0.04